A structure of composition C27H29BBaCl5F8IN3OSe2, computed with ωB97M-V/def2-TZVPD.

Its net charge is -1. Its multiplicity is 1. As for the highest occupied orbital energy: -4.610 eV.

```
78
Properties=species:S:1:pos:R:3:forces:R:3:mulliken_charge:R:1
Ba 0.3191 -0.0310 -0.1778 -0.1 0.0 0.1 1.286
C -2.6186 2.7554 0.7979 0.0 0.0 0.0 -1.135
C -1.6146 3.4227 -0.1360 0.0 0.0 0.0 -0.548
N -1.1467 2.5556 -1.2192 0.0 0.0 0.0 1.262
C -0.0428 3.1628 -1.9725 0.0 0.0 0.0 0.260
C -0.2857 4.5564 -2.5525 0.0 0.0 0.0 -1.487
C -2.2293 2.0910 -2.1012 0.0 -0.1 0.0 -1.400
C -2.1034 0.6008 -2.4246 0.0 0.1 0.0 -0.684
N -2.1140 -0.0949 -1.1571 0.1 0.0 0.2 -0.305
C -2.6712 -1.2898 -0.9771 0.0 -0.2 -0.1 0.198
C -2.9575 -1.6990 0.3587 0.0 -0.1 -0.1 0.584
F -2.7301 -0.8131 1.3549 0.0 0.0 0.0 -0.339
C -3.4862 -2.9257 0.6717 0.0 -0.1 0.0 0.067
F -3.7567 -3.2100 1.9596 0.0 0.0 0.0 -0.352
C -3.7841 -3.8713 -0.2988 0.0 0.0 0.0 -0.674
C -3.5199 -3.5058 -1.6063 0.0 0.0 0.1 0.100
F -3.7655 -4.3956 -2.5934 0.0 0.0 0.0 -0.381
C -2.9858 -2.2831 -1.9440 0.0 0.1 0.0 0.533
F -2.6976 -2.0524 -3.2506 0.0 0.0 0.0 -0.397
H -2.6257 3.2686 1.7603 0.0 0.0 0.0 0.397
H -2.3743 1.7064 0.9605 0.0 0.0 0.0 0.111
H -3.6307 2.7904 0.3941 0.0 0.0 0.0 0.462
H -0.7266 3.7250 0.4309 0.0 0.0 0.0 0.289
H -2.0592 4.3507 -0.5287 0.0 0.0 0.0 0.247
H 0.2272 2.4778 -2.7763 0.0 0.0 0.0 0.230
H 0.8292 3.2109 -1.3119 0.0 0.0 0.0 -0.359
H -1.1616 4.5818 -3.2031 0.0 0.0 0.0 0.308
H 0.5801 4.8490 -3.1493 0.0 0.0 0.0 0.441
H -0.4220 5.3032 -1.7686 0.0 0.0 0.0 0.325
H -2.2699 2.6859 -3.0231 0.0 0.0 0.0 0.291
H -3.1810 2.2217 -1.5885 0.0 0.0 0.0 0.443
H -1.1809 0.4362 -3.0084 0.0 0.0 0.0 0.083
H -2.9338 0.3151 -3.0782 0.0 0.0 0.0 0.526
H -4.2066 -4.8310 -0.0459 0.0 0.0 0.0 0.460
Cl -2.2668 0.2127 7.3503 0.0 0.0 0.0 -0.234
C -1.5445 -0.1224 5.8169 0.0 0.1 0.0 0.365
C -1.0987 0.9198 5.0058 0.0 -0.1 0.0 0.094
Cl -1.2761 2.5544 5.5260 0.0 0.1 0.0 -0.221
C -0.5143 0.6431 3.7834 0.0 -0.2 0.0 0.200
Cl 0.0360 1.9090 2.7390 0.1 0.1 0.0 0.075
C -0.3412 -0.6773 3.2908 -0.1 0.1 0.1 -1.166
O 0.1875 -0.9041 2.1587 0.1 -0.1 0.0 -0.275
C -0.8133 -1.7106 4.1460 0.1 0.1 -0.1 0.502
Cl -0.6189 -3.3176 3.5628 0.0 -0.1 0.0 -0.200
C -1.3960 -1.4372 5.3699 0.0 0.0 0.0 0.178
Cl -1.9459 -2.7374 6.3594 0.0 0.0 0.1 -0.212
C 4.3370 -2.9121 1.5115 0.0 0.0 0.0 -1.028
Se 3.9798 -1.5573 0.1570 -0.1 0.0 0.0 0.107
C 3.7783 -2.7472 -1.3789 -0.1 0.0 0.0 -0.449
C 2.8172 -3.9190 -1.2153 0.0 0.0 0.0 -0.836
Se 1.2118 -3.4950 -0.1770 -0.1 0.2 0.1 0.174
C -0.0518 -4.6065 -1.1433 0.0 0.0 -0.1 -0.889
H 5.1338 -3.5691 1.1675 0.0 0.0 0.0 0.322
H 3.4391 -3.4820 1.7376 0.0 0.0 0.0 0.283
H 4.6670 -2.3917 2.4076 0.0 0.0 0.0 0.349
H 4.7667 -3.1205 -1.6485 0.0 0.0 0.0 0.453
H 3.4404 -2.0846 -2.1703 0.0 0.0 0.0 0.047
H 3.3042 -4.7587 -0.7209 0.0 0.0 0.0 0.409
H 2.4860 -4.2454 -2.2018 0.0 0.0 0.0 0.472
H 0.2738 -5.6443 -1.1339 0.0 0.0 0.0 0.458
H -0.1666 -4.2455 -2.1629 0.0 0.0 0.0 0.352
H -1.0033 -4.5203 -0.6204 0.0 0.0 0.0 0.030
I 4.1833 3.7688 -3.1696 0.0 0.0 0.1 0.104
C 3.6507 3.6384 -1.1592 0.0 0.0 -0.1 -0.363
C 3.1117 4.7261 -0.4967 0.0 0.0 0.0 -0.089
C 2.7301 4.5650 0.8274 0.0 0.0 0.0 -0.619
C 2.8992 3.3238 1.4200 0.0 0.0 0.0 -0.577
N 3.4120 2.2730 0.7792 0.0 -0.1 0.0 -0.408
C 3.7884 2.4301 -0.4852 0.1 0.0 0.0 -0.161
H 2.9818 5.6728 -1.0044 0.0 0.0 0.0 0.413
H 2.3017 5.3853 1.3878 0.0 0.0 0.0 0.422
H 2.6061 3.1572 2.4496 0.0 0.0 0.0 0.656
H 4.1963 1.5625 -0.9898 0.0 0.0 0.0 0.505
F 1.7847 0.9243 -4.2342 0.0 -0.1 0.0 -0.354
B 2.2131 0.1858 -3.1516 0.0 0.3 0.1 0.132
F 3.5797 -0.0578 -3.1731 0.0 -0.1 -0.1 -0.353
F 1.4782 -1.0058 -3.0013 0.0 0.0 0.1 -0.318
F 1.9336 0.9577 -1.9378 0.2 0.0 -0.2 -0.192
```
Forces are in eV/Å.



The molecule C6H12N2O2, computed with ωB97M-V/def2-TZVPD.

Its multiplicity is 1. As for the highest occupied orbital energy: -8.644 eV. As for the SMILES: C[C@H]1C[C@H]2[C@@H]1N2[C@@]([NH3+])([O-])O.

```
22
Properties=species:S:1:pos:R:3:forces:R:3:mulliken_charge:R:1
C -3.0347 -0.2838 -0.6650 -0.1 -0.1 0.0 -1.562
C -1.7642 0.3129 -0.0872 0.1 0.3 0.0 0.515
C -1.3105 -0.3205 1.2709 -0.1 0.0 0.2 -0.995
C -0.0530 -0.8322 0.5753 0.2 -0.6 0.0 -0.119
C -0.4737 -0.2230 -0.7155 0.0 -0.3 -0.4 -0.622
N 0.6442 0.3409 0.0393 0.0 1.1 0.0 -0.397
C 1.9562 0.0731 -0.5409 0.3 -0.6 -2.2 0.644
N 2.9391 0.2688 0.7009 1.8 2.7 -0.4 -0.424
O 2.2201 -0.9797 -1.1694 -0.3 1.0 1.0 -0.744
O 2.4547 1.3405 -1.2991 -1.0 -0.9 1.0 -0.669
H -2.9659 -1.3812 -0.7179 0.0 0.3 0.0 0.358
H -3.9014 -0.0291 -0.0385 0.2 -0.1 -0.2 0.369
H -3.2222 0.0941 -1.6805 0.0 -0.1 0.3 0.359
H -1.8203 1.4116 -0.0803 0.0 -0.3 0.0 0.349
H -1.1444 0.3650 2.1129 0.0 -0.2 -0.2 0.273
H -1.9786 -1.1334 1.5832 0.1 0.2 -0.1 0.318
H 0.5017 -1.7541 0.7491 -0.2 0.2 -0.1 0.528
H -0.3167 -0.5782 -1.7343 0.1 0.1 0.4 0.463
H 3.0711 -0.6141 1.1906 1.0 0.0 -0.6 0.323
H 3.6932 0.9157 0.1454 -1.3 -2.9 1.5 0.408
H 2.6401 0.9465 1.3997 -0.7 -0.1 0.0 0.311
H 1.8652 2.0601 -1.0388 -0.1 0.0 -0.1 0.313
```
Forces are in eV/Å.



A cluster of 2 separate species, C9H14N2O in total, computed with ωB97M-V/def2-TZVPD.

Its multiplicity is 1. As for the highest occupied orbital energy: -7.920 eV. As for the SMILES: C[C@H]1CCNC1=O.c1cc[nH]c1.

```
26
Properties=species:S:1:pos:R:3:forces:R:3:mulliken_charge:R:1
C -0.5051 2.1388 -1.0516 0.2 0.2 0.4 -1.441
C -0.3505 2.1224 0.4498 -0.3 0.1 0.0 0.512
C -1.5272 1.7181 1.3307 1.5 -0.9 1.1 -0.690
C -0.8570 1.8870 2.7297 -0.3 0.9 -1.1 -0.582
N 0.5514 1.4895 2.5299 0.2 -0.3 -0.3 -0.439
C 0.6769 1.2295 1.1043 -2.3 2.6 1.4 0.251
O 1.3728 0.4418 0.6138 2.4 -2.3 -1.4 -0.599
H -0.1674 1.2290 -1.5224 -0.1 -0.4 -0.1 0.262
H 0.0924 2.9487 -1.4389 0.3 0.2 -0.3 0.378
H -1.5282 2.3801 -1.2969 -0.4 -0.2 -0.3 0.360
H -0.0886 3.1148 0.8197 0.1 0.4 -0.3 0.223
H -2.4322 2.2665 1.1836 -0.5 0.2 0.0 0.440
H -1.6310 0.6413 1.2587 -0.8 -0.3 -0.5 0.247
H -1.3100 1.3096 3.5080 -0.3 -0.3 0.4 0.362
H -0.9379 2.9440 2.9475 0.1 0.3 0.5 0.297
H 1.1377 2.3084 2.6498 0.3 -0.2 0.5 0.327
C 1.2520 -3.9966 -2.0423 0.0 0.0 0.0 -0.474
C -0.0603 -3.5195 -2.2989 0.0 0.0 0.0 -0.575
C -0.2241 -2.3712 -1.5679 0.0 0.0 0.0 -0.277
N 0.9340 -2.1385 -0.8811 0.0 0.0 0.0 0.149
C 1.8384 -3.1211 -1.1650 0.0 0.0 0.0 -0.481
H 1.7126 -4.8791 -2.4542 0.0 0.0 0.0 0.386
H -0.7978 -3.9663 -2.9447 0.0 0.0 0.0 0.388
H -1.0638 -1.7023 -1.4794 0.0 0.0 0.0 0.343
H 1.0936 -1.3610 -0.2610 0.1 0.0 -0.1 0.265
H 2.8192 -3.1139 -0.7211 0.0 0.0 0.0 0.365
```
Forces are in eV/Å.



A cluster of 2 separate species, CH4NO2 in total, computed with ωB97M-V/def2-TZVPD.

Its net charge is -1. Its multiplicity is 1. As for the highest occupied orbital energy: -2.040 eV.

```
8
Properties=species:S:1:pos:R:3:forces:R:3:mulliken_charge:R:1
O -0.1045 -2.7167 -0.4103 -0.8 0.7 -0.4 -0.682
H -0.4406 -1.7818 -0.3777 0.2 -0.8 -0.1 0.499
C -0.3548 0.4948 0.0682 1.9 -1.5 0.9 -0.813
N 0.1593 1.9746 -0.0788 0.1 -2.0 -2.5 -0.503
O 0.3636 -0.2730 0.8055 -1.9 3.3 -1.6 -0.333
H 0.5914 -2.6220 0.2325 0.4 0.0 0.4 0.300
H -0.2325 2.4068 -0.9629 0.2 -0.7 1.9 0.280
H 0.0183 2.5174 0.7236 -0.2 1.1 1.4 0.252
```
Forces are in eV/Å.